# 1
9
Properties=species:S:1:pos:R:3:forces:R:3 method="wB97M-V/def2-TZVPD" e_homo_ev=-9.192 multiplicity=1 fmax_ev_per_a=6.51
I -3.097717 0.048146 0.056645 0.1 0.3 -0.2
N -0.052460 0.515823 -0.125265 1.1 -0.7 1.4
N -0.829483 -1.598228 -0.697717 -3.3 -0.1 -3.4
N 0.485082 -0.892712 0.831198 -1.4 2.3 -0.5
N -0.149908 -1.822689 0.231256 4.4 -2.6 4.0
C -1.043965 -0.181502 -0.775636 -0.3 1.4 -3.2
H -0.515162 1.291409 0.372513 0.9 -0.7 0.7
H 1.158891 -1.074005 1.587259 -0.6 0.6 -0.6
H -0.999313 0.097048 -1.892471 -0.8 -0.3 1.7


# 2
30
Properties=species:S:1:pos:R:3:forces:R:3 method="wB97M-V/def2-TZVPD" e_homo_ev=-10.986 smiles=ClC(Cl)Cl.ClC(Cl)Cl.ClC(Cl)Cl.ClC(Cl)Cl.ClC(Cl)Cl.ClC(Cl)Cl multiplicity=1 fmax_ev_per_a=0.34
Cl -2.465530 0.920384 -2.691042 0.1 -0.2 -0.1
Cl -4.566900 1.349712 2.796075 0.0 0.0 -0.1
Cl 4.479787 -2.982514 -2.133172 0.0 -0.1 0.0
Cl 3.791768 -1.714911 1.099475 0.0 0.3 0.0
Cl -3.146523 -0.116473 0.718790 0.0 0.1 0.0
Cl 1.414775 3.902026 3.120247 0.0 0.0 0.0
Cl -2.560152 3.625922 -1.670145 0.1 0.0 0.1
Cl 4.220433 -4.461443 1.834634 0.1 -0.3 0.0
Cl -0.280971 4.834068 0.947843 0.0 0.1 0.0
Cl -5.742798 -1.027978 1.621751 -0.1 -0.1 0.0
Cl 5.954162 -1.248654 -3.942058 0.0 -0.1 0.0
Cl 0.038186 -2.470425 0.307407 -0.1 -0.2 0.1
Cl -1.378320 3.107017 2.998743 0.0 -0.1 0.0
Cl 0.854079 -1.444305 -2.289587 0.0 -0.1 0.0
Cl 0.265457 0.375218 -0.110483 0.0 0.1 0.0
Cl 4.166099 -0.091268 -1.978962 0.0 0.0 0.0
Cl -4.575239 2.714841 -3.539559 -0.1 0.0 -0.1
Cl 2.670203 -2.743811 3.572507 -0.1 0.1 0.2
C -4.250283 -0.239557 2.097714 0.1 0.2 0.0
C 4.457715 -1.478469 -3.035393 0.0 0.2 -0.1
C -0.134808 -1.167442 -0.857025 0.1 0.1 -0.1
C 0.057512 3.513567 2.060709 0.0 0.0 0.1
C -3.511272 2.256686 -2.217097 -0.2 0.1 0.1
C 3.109022 -3.103344 1.907037 -0.1 -0.2 0.0
H 0.334090 2.645264 1.479426 0.0 0.0 0.0
H 3.646675 -1.528276 -3.749569 0.0 0.0 0.0
H -4.139471 1.922637 -1.401062 0.1 0.0 0.1
H -3.746166 -0.826047 2.853844 -0.1 -0.1 0.0
H -1.165525 -1.138867 -1.185505 0.0 0.0 0.1
H 2.203996 -3.383561 1.384456 0.1 0.0 0.0


# 3
18
Properties=species:S:1:pos:R:3:forces:R:3 method="wB97M-V/def2-TZVPD" e_homo_ev=-10.281 multiplicity=1 fmax_ev_per_a=6.65
F 0.117448 -0.166322 2.209059 0.3 -1.0 0.2
F 2.689763 -0.272534 -0.854158 -0.6 0.0 -0.2
F 0.904449 -2.174440 1.460263 -0.7 0.3 0.5
F 1.002091 -0.126274 -2.267574 0.4 -0.3 0.7
F 1.520908 -2.041373 -1.361714 0.2 0.4 -0.3
F 2.172890 -0.573090 1.854410 1.5 1.2 -0.5
O -0.787225 -0.876998 -0.245060 1.0 -0.7 0.3
N 0.151246 1.533580 -0.153133 -0.4 -2.1 2.4
C 0.999460 -0.810554 1.372971 -1.6 -1.6 2.0
C 0.511364 -0.515195 0.026885 -2.2 5.6 -2.8
C -1.240361 1.374356 -0.596291 0.8 -0.3 -0.2
C 1.449485 -0.698775 -1.137431 0.0 -1.1 -0.4
C -1.784250 0.135933 0.030314 -1.6 -1.3 0.6
H -0.035849 1.735772 0.873721 1.1 -0.2 -1.1
H -2.828208 -0.322563 -0.315520 2.4 1.2 0.6
H -1.174268 1.220128 -1.625656 -0.3 0.0 -1.9
H -1.791897 0.350251 1.107743 -0.4 -0.5 -0.1
H -1.877047 2.228099 -0.378831 0.2 0.2 0.2


# 4
181
Properties=species:S:1:pos:R:3:forces:R:3 method="wB97M-V/def2-TZVPD" e_homo_ev=-7.884 multiplicity=1 charge=+1 fmax_ev_per_a=2.70
F -4.218104 -0.407691 1.539663 0.1 -0.2 -0.1
F -3.943549 0.194896 -0.555711 0.6 -0.1 0.2
F -4.142176 1.677034 1.012916 0.2 -0.1 0.0
F 3.362546 4.643896 -1.232043 -0.1 -1.1 0.3
F 3.219206 5.979386 -2.811210 -0.3 0.3 -0.8
F 3.497269 3.909391 -3.262157 -0.3 -0.8 -0.4
O 1.601610 0.151899 0.948881 0.3 0.0 -0.1
O -0.043693 -1.058755 0.019487 0.3 -0.6 -0.4
O -6.540501 -0.427084 -0.642624 0.5 -0.2 -0.4
O 0.691111 5.284624 -3.491167 0.1 0.5 -0.1
O -6.783700 0.495307 1.423881 -0.5 -0.5 1.6
O 0.647531 4.907638 -1.239293 0.2 0.5 0.0
N -3.429418 -3.810227 0.830017 -0.5 0.4 2.2
N -2.776295 3.305349 -3.881990 0.7 -0.9 -0.2
N 4.152091 2.135704 3.768096 0.3 1.0 0.5
N 3.664790 -2.522315 -0.926634 0.8 1.3 0.7
C 4.215938 -2.211187 0.457823 -1.4 -0.2 0.6
C 2.325920 -3.569425 0.791115 -0.2 -0.6 0.6
C -6.551965 -0.070090 -2.011260 0.6 -0.6 0.4
C -2.619189 4.202896 -2.678206 0.2 -0.1 0.8
C 3.395271 -1.169980 -1.606168 -0.4 -0.7 0.7
C -4.612741 0.478357 0.611251 -0.1 0.9 -0.7
C 0.511190 2.541007 4.929786 -0.5 0.3 -0.6
C 3.730315 -3.371409 1.353588 0.8 0.7 -1.2
C -1.173118 1.653665 -2.713003 0.0 1.2 -0.3
C -0.206891 -0.547733 -3.658601 -1.5 0.2 -0.2
C 1.250259 4.625013 -2.542902 -1.0 -1.8 -0.9
C -3.765848 5.832407 -1.167252 0.6 0.3 0.0
C 5.403264 -0.095342 3.861436 -1.1 -0.4 -0.2
C 5.314500 2.560222 1.757426 0.4 -0.3 -0.4
C -1.565657 -4.313087 -0.532471 1.7 0.0 -1.6
C 4.002724 2.041460 2.262018 -0.1 -0.8 -0.2
C 4.643937 -3.414253 -1.632030 -0.4 -0.4 0.1
C 0.389319 -0.101781 0.699141 -0.4 -0.1 0.7
C -4.862906 2.994656 -5.115047 -1.3 -0.9 -0.4
C 5.683137 -1.221211 4.843827 1.1 -0.7 0.1
C -4.055104 2.478908 -3.937057 -0.6 0.0 0.8
C -3.061368 -3.574543 4.726629 -1.4 0.5 -1.2
C -2.446844 -4.926146 0.520152 -0.2 0.3 -1.0
C 0.891361 4.087303 -0.144508 0.1 0.7 0.9
C -5.699706 -1.111882 -2.752216 -0.2 0.0 -0.6
C 2.963238 2.849489 4.396044 0.1 -0.6 -0.1
C 4.598625 -0.260993 -1.704060 0.4 -1.1 0.1
C 2.339979 -3.247303 -0.691418 0.8 0.7 -0.1
C 6.553971 -0.908331 6.057724 0.0 0.8 0.3
C 5.327118 -4.513810 -3.824043 0.3 -0.3 0.0
C -0.117861 4.448610 0.943954 0.4 -1.3 0.1
C -5.906310 -3.165593 0.984204 0.7 0.7 1.2
C 0.043013 0.798337 -2.969885 1.3 -1.7 1.0
C -3.160655 -3.291536 2.227426 1.1 0.6 0.4
C 4.417699 -3.495881 -3.119825 -0.5 -0.1 -1.0
C 5.688594 3.719720 2.672582 -0.6 -0.8 0.5
C -3.159560 -2.647182 -0.160328 0.5 -0.4 1.1
C -4.868955 -4.274424 0.801060 -0.5 0.6 -1.8
C -2.402955 -3.325785 -1.282489 -1.6 0.6 -1.0
C 5.382126 3.038274 4.024780 0.4 -0.3 -0.8
C -3.646402 -4.111537 3.400052 1.2 -1.0 0.2
C 2.807390 4.742729 -2.486549 0.6 2.5 0.9
C -7.317913 -3.673422 1.221374 -0.1 -0.4 -0.8
C 4.239032 1.123578 -2.181892 1.4 1.0 -1.2
C -3.471594 -4.451659 5.890359 0.9 0.1 0.7
C -6.121634 0.579632 0.362503 -1.1 0.9 -0.2
C -0.691465 0.828441 1.292597 1.9 -0.8 0.0
C 4.645291 -5.826643 -4.202108 -0.7 0.0 1.0
C 1.625344 2.285614 3.927830 0.2 0.3 -0.4
C -1.613483 2.338992 -3.993127 1.1 0.4 -0.5
C -3.784072 5.155148 -2.538270 -0.1 0.3 0.4
C -4.269617 4.337015 -5.496430 -0.2 -0.6 -0.5
C 4.320832 0.803370 4.465510 0.8 0.5 -1.2
C -2.798736 4.125146 -5.139603 -1.1 0.8 -0.9
H 6.237046 2.402696 4.240537 -0.2 -0.1 0.5
H -2.066045 -3.272720 2.295393 0.0 0.0 -0.1
H 5.679292 -3.120381 -1.457688 -0.1 0.5 0.1
H -4.356551 4.450093 -6.577052 0.0 0.3 0.0
H 0.875156 2.998038 -0.318839 -0.3 0.0 -0.5
H 0.078532 3.660670 1.684658 -0.6 0.2 0.2
H -1.835684 -5.298729 1.336792 -0.6 0.2 0.5
H 0.474617 0.447351 -2.020646 -0.7 0.4 0.4
H -0.618176 1.672624 0.608794 -1.0 0.2 0.1
H -3.109768 -3.773174 -1.995546 -0.1 -0.4 0.4
H -2.903906 -4.119507 6.764250 -0.3 0.0 0.2
H -1.874332 -2.648185 -1.950527 0.4 0.3 0.6
H 1.884300 4.244667 0.298140 0.1 0.1 -0.1
H -3.846808 1.412642 -3.990177 0.5 0.1 -0.2
H 5.059510 4.607434 2.645386 0.2 0.2 -0.8
H 0.579222 1.983336 5.860810 0.0 -0.1 0.0
H 3.648863 -3.042272 2.385536 0.4 -0.2 0.1
H 6.191435 -0.114895 6.721091 -0.4 -0.1 -0.1
H -4.773384 5.172430 -5.023584 0.2 0.1 0.2
H -7.534558 -4.506734 0.542064 -0.1 0.0 0.1
H -7.512421 -4.021362 2.234698 0.2 0.1 0.1
H 4.523779 -4.363274 -1.103711 0.1 -0.2 -0.4
H -1.632738 4.694513 -2.679246 -0.2 0.3 -1.0
H -2.305830 5.093587 -5.110557 0.7 -0.3 0.7
H -6.064467 -1.334149 -3.760617 -0.1 0.0 0.1
H -4.753300 4.653487 -2.598426 0.1 -0.2 -0.2
H -5.696026 -2.028394 -2.163525 -0.1 -0.1 -0.1
H -1.180316 -0.896680 -3.285347 0.1 -0.1 0.2
H -2.459237 3.621914 -1.765337 -0.9 -0.5 -0.2
H -4.887767 2.307066 -5.968720 0.9 0.0 0.0
H -3.517904 -2.581830 4.814064 0.3 0.1 0.5
H 3.638208 -1.352095 0.814547 0.3 0.3 -0.3
H -6.276459 1.555088 -0.172173 0.5 0.1 -0.4
H -6.106022 0.912087 -2.210082 -0.2 0.2 0.3
H -5.879626 -2.435256 0.177541 -0.3 -0.2 -0.2
H -3.766600 5.887922 -3.344034 0.1 0.2 0.1
H 6.623436 -1.799646 6.677545 0.3 0.0 0.0
H -4.116739 5.149707 -0.393466 -0.2 0.1 0.0
H -0.787301 2.943621 -4.382424 0.1 0.0 0.2
H 3.103148 2.560758 1.948237 0.2 0.3 0.0
H 0.022386 5.399643 1.450455 0.1 0.2 -0.4
H 4.798011 -1.746834 5.209375 -0.3 0.3 -0.3
H 3.357916 0.319953 4.333690 0.0 -0.2 0.6
H -0.679206 -3.745328 -0.224349 -0.3 -0.1 1.0
H 2.959013 -1.456608 -2.561336 0.0 0.5 -0.2
H 5.194211 1.641377 -2.345432 -0.1 0.2 0.4
H -2.389435 3.526763 -5.951051 0.3 -0.1 0.2
H 6.045972 1.777200 1.987321 0.1 0.0 -0.1
H 4.527038 -2.501638 -3.557814 0.5 0.0 0.1
H -4.532827 -4.393241 6.120588 0.0 0.1 -0.1
H 5.357055 -0.798821 -2.292306 -0.2 0.6 -0.7
H 3.158214 2.734765 5.463547 -0.4 0.0 0.1
H 3.848214 1.230863 -3.197031 -0.5 -0.6 0.2
H 4.452690 -4.176514 1.214286 -0.4 -0.4 0.4
H 6.153443 -4.829612 -3.178530 0.2 0.5 0.0
H 1.348465 2.776197 2.990175 0.1 0.3 0.2
H -4.658465 -0.804941 -2.889421 0.0 0.1 0.3
H -2.760908 6.136905 -0.858261 0.1 -0.1 -0.2
H -4.083087 -2.100467 -0.278526 -0.1 -0.2 -0.7
H -0.398638 -0.526474 -4.734696 0.6 0.1 -0.1
H 0.429927 3.608120 5.153436 0.3 0.0 0.2
H -0.843063 2.468914 -2.064940 -0.1 -0.2 0.3
H -5.627507 -2.554647 1.851493 -0.1 0.0 0.0
H 1.698441 -2.836427 1.302512 -0.2 0.0 -0.2
H 1.711767 1.259743 3.556824 -0.1 -0.2 0.6
H -4.593340 2.568897 -2.993728 0.1 0.4 0.0
H -3.195589 -5.503806 5.788654 -0.1 0.0 -0.4
H 2.393607 -4.087322 -1.377532 -0.6 -0.1 0.1
H 1.029792 3.526302 -2.677868 0.7 -0.4 0.4
H 4.337816 -6.339607 -3.280315 0.2 -0.1 0.0
H 5.408980 2.658706 0.676943 -0.4 0.6 0.0
H -4.957059 -4.586680 -0.245682 -0.3 -0.7 0.3
H 3.656867 1.771381 -1.529981 -0.2 -0.4 0.3
H 6.249875 -1.978707 4.292217 -0.2 -0.1 0.0
H -3.047763 -5.732084 0.103151 0.2 -0.1 0.0
H -0.330659 1.150937 2.270159 -0.2 0.1 0.0
H -1.588104 0.230141 1.386795 -0.5 0.7 -0.3
H 6.746386 3.891237 2.498428 0.0 0.6 0.5
H 3.400459 -3.737770 -3.454866 -0.2 -0.1 0.7
H -8.023652 -2.884746 0.968598 0.0 0.1 0.2
H -7.600650 -0.048169 -2.313536 0.1 -0.1 -0.4
H -3.424311 -2.240394 2.298243 -0.6 -0.1 -0.2
H -3.163973 -5.097193 3.311797 -0.5 -0.2 -0.2
H 1.558732 -2.509574 -0.887167 -0.2 -0.3 -0.3
H 5.126252 3.700929 4.842848 0.2 0.0 0.1
H -5.048790 -5.074769 1.511062 0.4 -0.2 -0.1
H 5.318786 -6.503379 -4.719159 -0.1 0.1 -0.3
H 2.622117 -0.735027 -0.962376 0.0 0.1 -0.2
H 4.998896 -0.552664 2.952584 0.0 0.0 0.0
H -2.024208 1.132740 -2.266859 0.3 -0.3 0.2
H 6.309184 0.399683 3.519425 0.2 0.2 0.5
H -1.988832 -3.419957 4.603453 0.1 -0.2 0.3
H 5.277355 -2.014808 0.375943 0.1 -0.1 0.2
H 3.685775 -5.689148 -4.705178 0.3 0.1 -0.6
H -4.343904 6.754365 -1.187972 -0.3 -0.2 0.1
H -4.721663 -4.251927 3.489096 0.0 0.2 -0.1
H -1.137946 4.340613 0.575847 -0.1 0.1 0.1
H 4.621924 1.022104 5.487527 -0.5 0.1 0.2
H 7.544612 -0.547484 5.773180 0.1 -0.4 -0.1
H -5.939377 2.948957 -4.919216 0.1 0.7 0.6
H 3.856837 1.003037 1.968355 -0.3 0.0 0.2
H -0.431403 2.343344 4.415041 -0.1 -0.4 0.3
H 1.934322 -4.563646 1.007716 -0.1 0.0 -0.1
H 5.172659 -0.191567 -0.774599 -0.7 0.2 0.4
H -2.514732 -1.984752 0.416776 0.3 0.0 -0.4
H 0.503040 -1.318717 -3.365815 0.2 0.1 -0.3
H 5.751887 -4.031937 -4.704051 0.1 -0.1 0.0
H -1.835213 1.610101 -4.774622 -0.4 0.1 0.0
H -1.111443 -5.027325 -1.227191 -0.4 -0.4 0.2
H 0.943916 1.319840 -3.308384 -0.6 0.4 -0.8
H 3.032772 3.911685 4.162352 0.1 0.0 -0.1


no.,orbital gap (eV)
1,9.245
2,11.175
3,10.173
4,5.840